No. 1
The following is a DFT calculation (the ωB97M-V functional and the def2-TZVPD basis) of the molecule C4H6O2.

Structure (XYZ):
```
12
Properties=species:S:1:pos:R:3:mulliken_charge:R:1
O -0.955 -2.034 0.601 -0.565
C -0.447 -1.034 0.155 0.490
C 0.970 -0.519 0.338 -0.456
C 0.697 1.018 0.176 -0.413
O -0.231 1.042 -0.904 -0.360
C -1.193 0.058 -0.593 -0.354
H 1.597 -0.788 -0.517 0.237
H 1.411 -1.001 1.222 0.329
H 0.229 1.466 1.069 0.267
H 1.545 1.649 -0.120 0.280
H -1.657 -0.317 -1.506 0.292
H -1.966 0.459 0.080 0.253
```

Properties
Largest force on an atom = 0.015 hartree/bohr
HOMO-LUMO gap = 10.533 eV
Spin multiplicity = 1
HOMO = -9.628 eV
Energy = -306.468921 hartree
LUMO = 0.0333 Ha

---

No. 2
The following is a DFT calculation (the ωB97M-V functional and the def2-TZVPD basis) of a cluster of 2 separate species, C4H6O2 in total.

Structure (XYZ):
```
12
Properties=species:S:1:pos:R:3:mulliken_charge:R:1
C -1.548 -1.491 -0.375 -1.011
C -0.381 -0.907 -0.285 -0.065
C 0.745 -0.284 -0.174 0.717
C 2.132 -0.038 0.103 -0.181
O 1.205 1.013 -0.273 -0.467
H -1.911 -1.902 -1.316 0.263
H -2.197 -1.576 0.495 0.279
H 2.473 0.001 1.134 0.214
H 2.885 -0.252 -0.650 0.217
O -1.329 2.001 0.740 -0.649
H -0.376 1.964 0.578 0.388
H -1.699 1.471 0.024 0.294
```

Properties
Largest force on an atom = 0.007 hartree/bohr
HOMO-LUMO gap = 10.395 eV
Spin multiplicity = 1
HOMO = -9.538 eV
Energy = -306.364534 hartree
LUMO = 0.0315 Ha

---

No. 3
The following is a DFT calculation (the ωB97M-V functional and the def2-TZVPD basis) of the molecule C4H6O2 at a distorted geometry.

Structure (XYZ):
```
12
Properties=species:S:1:pos:R:3:mulliken_charge:R:1
O -1.106 -1.630 0.250 -0.547
C -1.222 -0.261 0.150 -0.187
C 0.061 0.781 0.505 -0.424
C 1.339 0.014 0.316 -0.310
O 0.884 -0.405 -1.035 -0.490
C -0.388 0.429 -0.843 0.103
H -0.333 -1.844 -0.305 0.360
H -2.273 0.024 0.307 0.355
H 0.206 1.844 0.679 0.331
H 2.282 0.607 0.322 0.291
H 1.463 -0.785 1.067 0.208
H -0.912 1.225 -1.412 0.311
```

Properties
Largest force on an atom = 0.036 hartree/bohr
HOMO-LUMO gap = 10.047 eV
Spin multiplicity = 1
HOMO = -9.096 eV
Energy = -306.352720 hartree
LUMO = 0.0349 Ha

---

No. 4
The following is a DFT calculation (the ωB97M-V functional and the def2-TZVPD basis) of a structure of composition C4H6O2.

Structure (XYZ):
```
12
Properties=species:S:1:pos:R:3:mulliken_charge:R:1
O -0.931 1.652 0.106 -0.428
C 0.089 1.050 -0.432 -0.160
C 1.030 0.281 0.396 -0.409
C -0.139 -0.731 0.553 0.591
O -0.912 -0.523 1.523 -0.737
C -0.426 -1.352 -0.654 -0.774
H -1.164 1.115 0.935 0.438
H 0.267 1.294 -1.477 0.396
H 1.284 0.729 1.356 0.243
H 1.898 -0.065 -0.163 0.275
H 0.337 -1.503 -1.411 0.271
H -1.334 -1.948 -0.731 0.294
```

Properties
Largest force on an atom = 0.004 hartree/bohr
HOMO-LUMO gap (alpha / beta) = 8.611 / 8.610 eV
Spin multiplicity = 1
HOMO (alpha / beta) = -8.630 / -8.629 eV
Energy = -306.398930 hartree
LUMO (alpha / beta) = -0.0007 / -0.0007 Ha

---

No. 5
The following is a DFT calculation (the ωB97M-V functional and the def2-TZVPD basis) of a structure of composition C4H6O2 at a distorted geometry.

Structure (XYZ):
```
12
Properties=species:S:1:pos:R:3:mulliken_charge:R:1
C -0.787 -1.286 -0.381 -0.828
C 0.122 0.269 0.473 0.348
C -0.386 1.613 0.156 -0.310
O 0.063 1.333 1.467 -0.426
C 1.446 -0.261 0.156 -0.105
O 1.456 -1.272 -0.510 -0.468
H -0.902 -2.001 0.426 0.302
H -1.647 -0.710 -0.653 0.349
H -0.463 -1.868 -1.286 0.269
H 0.179 2.314 -0.457 0.225
H -1.474 1.714 0.095 0.240
H 2.393 0.155 0.513 0.404
```

Properties
Largest force on an atom = 0.039 hartree/bohr
HOMO-LUMO gap = 9.891 eV
Spin multiplicity = 1
HOMO = -9.598 eV
Energy = -306.314756 hartree
LUMO = 0.0108 Ha

---

No. 6
The following is a DFT calculation (the ωB97M-V functional and the def2-TZVPD basis) of the molecule C4H6O2 at a distorted geometry.

Structure (XYZ):
```
12
Properties=species:S:1:pos:R:3:mulliken_charge:R:1
C -1.004 1.089 -0.396 -1.202
C 0.260 0.271 0.081 0.324
C -0.497 -0.818 0.851 -0.098
O -1.331 -1.478 0.270 -0.464
C 1.380 -0.474 -0.800 -0.084
O 2.555 -0.396 -0.512 -0.460
H -0.810 2.153 -0.334 0.351
H -1.896 0.921 0.261 0.326
H -1.371 0.753 -1.366 0.333
H 0.877 0.862 0.775 0.284
H -0.359 -0.757 1.940 0.335
H 1.030 -1.216 -1.538 0.354
```

Properties
Largest force on an atom = 0.027 hartree/bohr
HOMO-LUMO gap = 10.272 eV
Spin multiplicity = 1
HOMO = -9.913 eV
Energy = -306.437639 hartree
LUMO = 0.0132 Ha

---

No. 7
The following is a DFT calculation (the ωB97M-V functional and the def2-TZVPD basis) of the molecule C4H6O2 at a distorted geometry.

Structure (XYZ):
```
12
Properties=species:S:1:pos:R:3:mulliken_charge:R:1
C -1.483 -0.482 -0.301 -1.107
C -0.362 -0.205 0.635 0.362
O 0.807 -1.040 0.140 -0.440
C 1.575 0.112 -0.224 -0.293
C 0.503 1.014 0.334 0.302
O 0.417 2.185 0.540 -0.535
H -2.097 0.377 -0.545 0.296
H -0.873 -0.709 -1.179 0.290
H -2.136 -1.329 -0.098 0.299
H -0.636 -0.342 1.689 0.330
H 1.758 0.220 -1.300 0.232
H 2.526 0.200 0.310 0.263
```

Properties
Largest force on an atom = 0.027 hartree/bohr
HOMO-LUMO gap = 10.941 eV
Spin multiplicity = 1
HOMO = -10.079 eV
Energy = -306.435632 hartree
LUMO = 0.0317 Ha

---

No. 8
The following is a DFT calculation (the ωB97M-V functional and the def2-TZVPD basis) of the molecule C4H6O2 at a distorted geometry.

Structure (XYZ):
```
12
Properties=species:S:1:pos:R:3:mulliken_charge:R:1
C -1.569 -0.088 -0.014 -0.129
C 0.383 1.141 0.236 -0.282
C 1.462 0.080 -0.026 -0.252
C 0.567 -1.078 -0.230 -0.262
H -2.258 0.135 0.824 0.254
H -2.145 -0.474 -0.893 0.273
H 0.345 1.465 1.269 0.279
H 1.974 0.106 0.902 0.202
H 2.210 0.155 -0.837 0.292
H 0.442 -1.464 -1.265 0.266
O -0.798 1.037 -0.429 -0.313
O -0.612 -1.014 0.463 -0.329
```

Properties
Largest force on an atom = 0.034 hartree/bohr
HOMO-LUMO gap = 6.712 eV
Spin multiplicity = 1
HOMO = -7.240 eV
Energy = -306.298315 hartree
LUMO = -0.0194 Ha

---

No. 9
The following is a DFT calculation (the ωB97M-V functional and the def2-TZVPD basis) of the molecule C4H6O2.

Structure (XYZ):
```
12
Properties=species:S:1:pos:R:3:mulliken_charge:R:1
O 2.385 0.813 -1.293 -0.404
C 1.544 0.054 -1.010 0.685
C 0.652 -0.885 -0.764 -0.634
C -0.613 -0.722 0.039 -0.430
C -0.880 0.724 0.452 -0.540
O 0.285 1.385 0.908 -0.521
H 0.909 -1.860 -1.167 0.317
H -1.473 -1.080 -0.542 0.311
H -0.565 -1.360 0.933 0.278
H -1.677 0.748 1.210 0.299
H -1.222 1.308 -0.408 0.321
H 0.655 0.875 1.642 0.317
```

Properties
Largest force on an atom = 0.019 hartree/bohr
HOMO-LUMO gap = 9.489 eV
Spin multiplicity = 1
HOMO = -8.727 eV
Energy = -306.451299 hartree
LUMO = 0.0280 Ha

---

No. 10
The following is a DFT calculation (the ωB97M-V functional and the def2-TZVPD basis) of a structure of composition C4H6O2Pb at a distorted geometry.

Structure (XYZ):
```
13
Properties=species:S:1:pos:R:3:mulliken_charge:R:1
O 1.140 1.730 0.504 -0.653
C 1.391 0.882 -0.422 -0.186
H -1.089 1.487 0.276 0.261
H 0.918 1.033 -1.415 0.324
C -1.775 0.637 -0.075 -0.545
C -1.219 -0.578 -0.143 -0.226
C 0.036 -0.937 0.602 -0.574
O 1.226 -0.533 -0.075 -0.259
Pb 3.452 -0.776 -0.006 -0.338
H -1.573 -1.313 -0.875 0.278
H -2.646 0.875 -0.692 0.264
H 0.127 -2.027 0.717 0.350
H 0.013 -0.480 1.604 0.304
```

Properties
Largest force on an atom = 0.037 hartree/bohr
<S²> = 1.239
HOMO-LUMO gap (alpha / beta) = 5.063 / 5.526 eV
Spin multiplicity = 2
HOMO (alpha / beta) = -1.456 / -1.988 eV
Energy = -499.220785 hartree
LUMO (alpha / beta) = 0.1326 / 0.1300 Ha
Charge = -1

---

No. 11
The following is a DFT calculation (the ωB97M-V functional and the def2-TZVPD basis) of a structure of composition C4H6O2Pm at a distorted geometry.

Structure (XYZ):
```
13
Properties=species:S:1:pos:R:3:mulliken_charge:R:1
O -2.550 -0.120 0.722 -0.651
C -1.851 0.540 -0.311 -0.295
C -0.408 0.045 -0.468 -0.707
O 0.507 0.941 0.206 -0.274
C 1.679 0.395 0.602 0.147
C 1.935 -0.896 0.270 -0.755
Pm -1.458 -1.682 1.351 1.739
H -1.836 1.633 -0.125 0.273
H -2.369 0.382 -1.280 0.234
H -0.144 -0.011 -1.534 0.373
H 2.469 1.152 0.604 0.367
H 2.829 -1.329 0.724 0.320
H 1.198 -1.049 -0.761 0.227
```

Properties
Largest force on an atom = 0.089 hartree/bohr
<S²> = 6.060
HOMO-LUMO gap (alpha / beta) = 6.002 / 6.312 eV
Spin multiplicity = 5
HOMO (alpha / beta) = -11.582 / -11.761 eV
Energy = -914.425885 hartree
LUMO (alpha / beta) = -0.2051 / -0.2002 Ha
Charge = +1

---

No. 12
The following is a DFT calculation (the ωB97M-V functional and the def2-TZVPD basis) of a structure of composition C4H6O2Pt at a distorted geometry.

Structure (XYZ):
```
13
Properties=species:S:1:pos:R:3:mulliken_charge:R:1
O 0.788 -2.603 -1.133 -0.476
C 0.175 -1.772 -0.222 -0.029
H 0.539 -2.353 -2.029 0.309
H 0.330 -2.131 0.797 0.340
C -0.325 -0.549 -0.488 -0.494
C -0.604 0.492 0.511 -0.838
C 0.452 1.622 0.624 0.120
O -0.123 2.906 0.439 -0.518
Pt -1.644 1.972 -0.028 0.374
H -0.875 0.066 1.491 0.462
H -0.907 -0.674 -1.448 0.212
H 1.247 1.451 -0.129 0.284
H 0.947 1.573 1.616 0.254
```

Properties
Largest force on an atom = 0.163 hartree/bohr
<S²> = 2.011
HOMO-LUMO gap (alpha / beta) = 7.264 / 7.179 eV
Spin multiplicity = 3
HOMO (alpha / beta) = -7.435 / -8.581 eV
Energy = -425.557548 hartree
LUMO (alpha / beta) = -0.0063 / -0.0515 Ha

---

- Look up the energy of the seventh one.
  -306.435632 hartree

---

- Which of these has the highest largest force on an atom?
  C4H6O2Pt

---

Repeat the sixth record exactly.
The following is a DFT calculation (the ωB97M-V functional and the def2-TZVPD basis) of the molecule C4H6O2 at a distorted geometry.

Structure (XYZ):
```
12
Properties=species:S:1:pos:R:3:mulliken_charge:R:1
C -1.004 1.089 -0.396 -1.202
C 0.260 0.271 0.081 0.324
C -0.497 -0.818 0.851 -0.098
O -1.331 -1.478 0.270 -0.464
C 1.380 -0.474 -0.800 -0.084
O 2.555 -0.396 -0.512 -0.460
H -0.810 2.153 -0.334 0.351
H -1.896 0.921 0.261 0.326
H -1.371 0.753 -1.366 0.333
H 0.877 0.862 0.775 0.284
H -0.359 -0.757 1.940 0.335
H 1.030 -1.216 -1.538 0.354
```

Properties
Largest force on an atom = 0.027 hartree/bohr
HOMO-LUMO gap = 10.272 eV
Spin multiplicity = 1
HOMO = -9.913 eV
Energy = -306.437639 hartree
LUMO = 0.0132 Ha